(1)
C3H6N2O | the ωB97M-V functional and the def2-TZVPD basis

Kohn-Sham gap (alpha / beta) in eV: 7.69 / 7.51
LUMO level (alpha / beta) in Eh: 0.008 / 0.007
E_tot in Ha: -302.479252
SMILES string: N/N=C/CC=O

```
12
C3H6N2O, DFT the ωB97M-V functional and the def2-TZVPD basis
N -0.570 -0.601 -1.743
N -1.058 -0.406 -0.503
C -0.949 0.559 0.338
C 0.155 0.281 1.350
C 1.180 0.117 0.255
O 1.446 1.181 -0.351
H 0.444 -0.687 -1.799
H -1.001 -1.385 -2.208
H -1.807 1.172 0.573
H -0.021 -0.626 1.932
H 0.351 1.171 1.944
H 1.831 -0.776 0.213
```

These are the Mulliken partial charges, in e, on atoms 1 to 8: -0.31 -0.25 -0.27 -0.36 -0.14 -0.48 0.19 0.25

(2)
C16H20IN2PdSSi2 | the ωB97M-V functional and the def2-TZVPD basis

Kohn-Sham gap (alpha / beta) in eV: 4.68 / 6.96
LUMO level (alpha / beta) in Eh: 0.088 / 0.062
E_tot in Ha: -2134.048197
Multiplicity: 3
⟨S²⟩: 2.021
Net charge: -1

```
43
C16H20IN2PdSSi2, DFT the ωB97M-V functional and the def2-TZVPD basis
Pd -1.240 -0.411 0.899
C 1.718 -0.995 2.174
Si 1.061 -0.249 0.575
C 1.888 -1.152 -0.848
C 1.614 1.556 0.446
C 2.893 2.055 0.695
C 3.168 3.405 0.530
C 2.168 4.271 0.101
C 0.896 3.784 -0.164
C 0.608 2.429 0.008
Si -1.044 1.580 -0.310
C -2.450 2.683 0.254
C -1.243 1.263 -2.155
H 2.809 -0.911 2.200
H 1.462 -2.054 2.232
H 1.317 -0.489 3.054
H 2.959 -0.924 -0.820
H 1.506 -0.828 -1.818
H 1.755 -2.233 -0.780
H 3.684 1.390 1.029
H 4.160 3.787 0.739
H 2.383 5.326 -0.023
H 0.123 4.469 -0.496
H -2.420 3.633 -0.289
H -2.387 2.889 1.323
H -3.417 2.211 0.074
H -1.311 2.206 -2.704
H -2.154 0.692 -2.349
H -0.397 0.699 -2.555
S -5.321 0.985 3.184
C -4.012 0.323 2.480
N -3.069 -0.152 1.973
I -0.720 -3.790 -4.053
C -0.713 -3.668 -1.963
C -0.491 -4.838 -1.204
C -0.550 -4.652 0.203
C -0.754 -3.419 0.741
N -0.908 -2.280 -0.025
C -0.922 -2.451 -1.394
H -0.318 -5.799 -1.659
H -0.437 -5.497 0.871
H -0.805 -3.278 1.814
H -1.089 -1.565 -1.988
```

These are the Mulliken partial charges, in e, on atoms 1 to 8: -0.03 -1.25 1.06 -1.15 0.17 -0.56 -0.56 -0.52

(3)
C6H14O | the ωB97M-V functional and the def2-TZVPD basis

Kohn-Sham gap in eV: 9.59
LUMO level in Eh: 0.035
E_tot in Ha: -312.210233
SMILES string: C/C=C/O.CCC

```
21
C6H14O, DFT the ωB97M-V functional and the def2-TZVPD basis
C 1.368 -2.550 2.530
C 0.677 -1.213 2.549
C 0.732 -0.379 1.520
O 0.070 0.816 1.519
H 0.646 -3.339 2.740
H 1.808 -2.736 1.549
H 2.183 -2.569 3.254
H 0.250 -0.908 3.497
H 1.268 -0.653 0.616
H 0.441 1.405 0.859
C 0.112 1.955 -2.089
C -1.194 1.211 -2.335
C -1.597 0.198 -1.265
H 0.064 2.708 -1.303
H 0.454 2.401 -3.021
H 0.895 1.245 -1.800
H -1.107 0.719 -3.308
H -2.032 1.902 -2.475
H -2.478 -0.353 -1.589
H -0.801 -0.542 -1.142
H -1.761 0.683 -0.307
```

These are the Mulliken partial charges, in e, on atoms 1 to 8: -1.05 -0.13 -0.10 -0.54 0.29 0.29 0.28 0.35